312
Properties=species:S:1:pos:R:3:mulliken_charge:R:1 method="wB97M-V/def2-TZVPD" lumo_energy_ev=-7.8 energy_ev=-180300.524 homo_ev=-19.3 orbital_gap_ev=11.5 total_charge=+6
C 1.097 -3.981 -2.971 0.410
C -0.305 -4.178 -3.404 0.243
O -0.614 -5.064 -4.155 -0.521
N -1.323 -3.085 -3.050 2.564
H -1.506 -3.134 -2.010 -0.395
H -0.982 -2.123 -3.146 -0.797
C -2.614 -3.327 -3.811 -0.948
H 1.268 -4.433 -1.963 -0.517
H 1.391 -2.940 -2.962 -0.347
H 1.777 -4.476 -3.714 0.414
H -2.361 -3.326 -4.825 0.386
H -3.328 -2.494 -3.594 0.116
H -2.965 -4.311 -3.465 0.270
C 3.713 14.675 -8.601 -1.086
C 3.320 14.297 -7.248 0.614
O 3.192 14.998 -6.303 -0.344
N 3.128 12.693 -6.998 -0.211
H 2.547 12.223 -7.704 0.417
H 4.095 12.397 -7.229 0.395
C 2.652 12.215 -5.703 -0.923
H 3.017 14.186 -9.285 0.384
H 4.661 14.400 -8.860 0.381
H 3.527 15.754 -8.691 0.318
H 2.980 12.855 -4.908 0.349
H 3.057 11.246 -5.485 0.405
H 1.547 12.104 -5.717 0.302
C 0.553 3.086 -0.897 -0.067
C 0.697 2.141 0.286 0.560
O 1.229 2.290 1.298 -0.456
N -0.281 0.902 0.232 2.562
H -1.103 1.367 0.518 -0.009
H -0.417 0.589 -0.711 -1.450
C 0.005 -0.326 1.046 -1.347
H -0.506 3.480 -0.879 -0.148
H 0.645 2.702 -1.873 -0.302
H 1.274 3.874 -0.724 0.470
H 0.984 -0.628 0.765 0.318
H -0.666 -1.146 0.867 0.163
H 0.120 -0.056 2.086 0.598
C -2.937 -1.236 4.602 -1.476
C -3.695 -1.984 3.444 1.195
C -4.358 -0.951 2.558 -1.139
N -5.450 -1.341 1.684 0.937
C -6.553 -1.984 2.576 -0.906
C -5.987 -0.166 0.912 -1.130
C -5.318 -0.169 -0.510 0.342
C -4.441 -1.340 -0.542 -0.110
C -5.000 -2.252 0.555 -0.518
H -2.159 -1.897 4.996 0.147
H -3.629 -1.032 5.387 0.524
H -2.598 -0.264 4.296 0.341
H -4.448 -2.747 3.817 0.060
H -2.973 -2.514 2.909 -0.373
H -3.663 -0.462 1.890 -0.081
H -4.666 -0.103 3.159 0.628
H -6.404 -3.041 2.674 0.385
H -7.549 -1.867 2.097 0.336
H -6.406 -1.406 3.503 0.335
H -7.069 -0.335 0.778 0.415
H -5.732 0.715 1.392 0.425
H -6.115 -0.283 -1.239 0.544
H -4.794 0.746 -0.729 -0.674
H -4.501 -1.877 -1.460 0.690
H -3.386 -1.194 -0.396 -0.283
H -5.885 -2.899 0.170 0.274
H -4.279 -2.998 0.906 0.037
C -1.831 5.118 4.352 -1.279
C -2.672 5.985 5.322 -0.290
C -3.761 6.926 4.813 -1.019
N -4.399 7.880 5.831 0.420
C -4.954 7.085 7.072 -1.040
C -5.612 8.655 5.198 -0.458
C -5.444 10.054 5.806 -0.655
C -3.952 10.228 5.834 -0.652
C -3.422 8.919 6.328 -0.425
H -1.280 5.782 3.660 0.368
H -2.337 4.489 3.680 0.196
H -1.085 4.629 5.039 0.350
H -1.943 6.548 5.912 0.418
H -3.218 5.378 6.081 0.246
H -4.544 6.348 4.408 0.630
H -3.424 7.603 3.978 0.361
H -5.263 7.774 7.909 0.389
H -4.221 6.345 7.372 0.373
H -5.814 6.534 6.684 0.389
H -6.496 8.174 5.481 0.280
H -5.488 8.568 4.101 0.347
H -5.883 10.203 6.803 0.319
H -5.985 10.756 5.176 0.402
H -3.529 11.056 6.337 0.467
H -3.690 10.449 4.781 0.274
H -3.392 8.897 7.413 0.314
H -2.441 8.623 5.927 0.276
C 2.105 -2.454 -6.573 -1.601
C 1.008 -1.403 -6.224 1.156
C 1.369 -0.259 -7.137 -1.539
N 0.637 1.041 -6.935 0.344
C -0.792 0.714 -7.386 -0.782
C 1.271 2.196 -7.725 -0.599
C 0.556 3.364 -7.005 -1.089
C 0.390 2.970 -5.524 1.093
C 0.749 1.491 -5.559 0.606
H 2.994 -2.175 -5.972 0.351
H 2.357 -2.451 -7.644 0.402
H 1.894 -3.488 -6.315 0.360
H 1.045 -1.156 -5.210 -0.377
H 0.091 -1.878 -6.536 0.316
H 1.278 -0.521 -8.208 0.743
H 2.396 0.013 -7.035 0.307
H -1.372 1.631 -7.244 0.413
H -1.245 -0.032 -6.790 0.199
H -0.744 0.456 -8.435 0.305
H 0.992 2.251 -8.802 0.397
H 2.310 2.214 -7.523 0.386
H -0.437 3.391 -7.440 0.469
H 0.986 4.386 -7.094 0.489
H -0.630 3.147 -5.147 -0.224
H 1.059 3.480 -4.836 -0.315
H 0.107 0.828 -4.990 -0.386
H 1.722 1.286 -5.072 -0.478
C -5.648 -11.375 -0.757 -1.286
C -4.126 -11.434 -0.882 -0.554
C -3.681 -10.790 -2.151 -0.677
N -2.354 -11.259 -2.753 -0.029
C -2.497 -12.645 -3.426 -0.901
C -2.033 -10.186 -3.812 -0.693
C -1.290 -9.094 -2.996 -0.342
C -0.951 -9.687 -1.667 -0.155
C -1.190 -11.233 -1.883 -0.776
H -5.991 -11.983 -1.611 0.365
H -6.027 -10.334 -0.814 0.301
H -5.955 -11.719 0.227 0.383
H -3.818 -12.491 -0.920 0.291
H -3.642 -11.161 0.050 0.390
H -3.623 -9.675 -2.060 0.486
H -4.334 -10.917 -2.980 0.436
H -3.190 -12.426 -4.229 0.392
H -2.798 -13.390 -2.699 0.320
H -1.514 -12.795 -3.764 0.451
H -1.304 -10.603 -4.419 0.391
H -2.980 -9.951 -4.253 0.354
H -0.347 -8.792 -3.554 0.354
H -1.834 -8.169 -2.845 0.126
H 0.166 -9.569 -1.346 0.377
H -1.609 -9.349 -0.871 0.199
H -0.440 -11.717 -2.445 0.472
H -1.277 -11.756 -0.890 0.336
C 6.144 1.513 7.941 -1.460
C 5.257 0.591 8.748 0.135
C 5.005 -0.739 8.007 -0.954
N 4.017 -1.649 8.644 0.427
C 2.586 -1.121 8.456 -0.844
C 4.330 -1.988 10.086 -0.670
C 4.211 -3.527 10.298 -0.670
C 3.484 -3.981 9.014 -0.609
C 4.106 -3.019 7.980 -0.395
H 7.100 1.088 7.692 0.386
H 6.229 2.483 8.496 0.374
H 5.726 1.878 7.028 0.377
H 4.259 1.083 8.767 0.201
H 5.616 0.429 9.781 0.379
H 5.905 -1.294 7.889 0.501
H 4.654 -0.603 6.984 0.254
H 1.852 -1.580 9.044 0.435
H 2.320 -1.281 7.371 0.294
H 2.610 -0.064 8.625 0.327
H 3.780 -1.436 10.818 0.463
H 5.320 -1.712 10.355 0.360
H 3.601 -3.775 11.196 0.299
H 5.241 -3.944 10.350 0.333
H 2.417 -3.770 9.107 0.251
H 3.695 -5.060 8.757 0.397
H 3.463 -2.930 7.036 0.023
H 5.130 -3.308 7.901 0.516
C -3.474 9.857 -2.189 -1.311
C -3.808 8.685 -3.094 -0.266
C -3.017 7.528 -2.652 -1.252
N -3.250 6.172 -3.215 1.085
C -2.940 6.209 -4.690 -0.824
C -4.641 5.594 -2.946 -0.958
C -4.454 4.118 -2.734 -0.857
C -3.225 4.162 -1.913 1.895
C -2.302 5.190 -2.529 -0.034
H -3.853 10.782 -2.611 0.421
H -2.359 9.872 -2.058 0.301
H -3.835 9.686 -1.162 0.320
H -3.485 8.961 -4.111 0.316
H -4.891 8.523 -3.270 0.363
H -3.138 7.396 -1.583 0.506
H -1.926 7.745 -2.796 0.509
H -1.857 6.505 -4.730 0.169
H -3.517 6.981 -5.180 0.349
H -3.119 5.181 -5.074 0.404
H -5.369 5.865 -3.744 0.364
H -4.972 6.079 -1.989 0.356
H -4.325 3.610 -3.685 0.419
H -5.299 3.728 -2.180 0.464
H -2.809 3.138 -1.762 -0.613
H -3.569 4.424 -0.852 -0.556
H -1.606 4.798 -3.285 -0.739
H -1.736 5.820 -1.788 0.188
C 6.657 -1.592 2.142 -1.521
C 6.233 -3.011 1.992 -0.109
C 4.947 -2.939 1.182 -0.700
N 4.335 -4.289 0.865 0.911
C 3.502 -4.804 2.004 -0.761
C 3.459 -4.241 -0.406 -1.185
C 3.353 -5.703 -0.725 -0.362
C 4.610 -6.408 -0.093 -0.784
C 5.416 -5.295 0.548 -0.881
H 7.647 -1.515 2.644 0.404
H 5.897 -0.976 2.601 0.369
H 6.847 -1.086 1.177 0.359
H 6.092 -3.418 3.003 0.300
H 7.015 -3.609 1.523 0.382
H 5.238 -2.469 0.229 0.257
H 4.192 -2.280 1.568 0.298
H 2.942 -5.692 1.706 -0.315
H 2.837 -4.050 2.416 0.159
H 4.157 -5.074 2.841 0.530
H 2.596 -3.676 -0.260 1.261
H 4.027 -3.728 -1.189 0.154
H 2.478 -6.124 -0.231 -0.232
H 3.306 -5.985 -1.775 0.877
H 4.329 -7.175 0.643 0.242
H 5.175 -6.939 -0.934 0.341
H 5.854 -5.527 1.511 0.558
H 6.143 -4.845 -0.147 0.438
C 1.173 -7.681 2.150 -1.335
C 0.588 -6.772 3.309 0.376
C -0.969 -6.910 3.282 -0.850
N -1.783 -6.298 4.455 0.903
C -1.217 -4.980 4.866 -1.477
C -1.919 -7.168 5.660 -0.629
C -3.201 -6.594 6.356 -0.653
C -4.048 -6.180 5.204 -0.729
C -3.197 -6.104 3.979 -0.153
H 2.227 -7.604 2.227 0.578
H 0.770 -7.328 1.194 0.094
H 0.877 -8.748 2.247 0.487
H 0.847 -5.666 3.278 -0.310
H 0.958 -7.160 4.262 0.382
H -1.334 -7.963 3.212 0.459
H -1.284 -6.425 2.368 0.203
H -1.367 -4.308 4.070 0.372
H -0.174 -5.173 5.048 0.390
H -1.656 -4.544 5.763 0.386
H -1.085 -6.998 6.362 0.299
H -1.915 -8.212 5.370 0.513
H -2.997 -5.693 6.942 0.309
H -3.668 -7.311 7.063 0.410
H -4.573 -5.244 5.367 0.291
H -4.873 -6.886 5.097 0.407
H -3.276 -5.097 3.587 -0.197
H -3.300 -6.931 3.295 0.578
C 6.870 0.220 -4.576 -1.214
C 6.151 1.524 -4.895 0.317
C 5.911 2.354 -3.628 -1.196
N 5.272 3.722 -3.796 0.555
C 4.005 3.597 -4.608 -0.708
C 5.031 4.450 -2.488 -0.248
C 5.192 5.915 -2.748 -0.533
C 5.587 6.062 -4.199 -0.513
C 6.232 4.703 -4.489 -0.774
H 7.681 0.238 -3.815 0.356
H 7.286 -0.218 -5.528 0.356
H 6.175 -0.488 -4.031 0.138
H 5.164 1.268 -5.365 -0.190
H 6.773 2.007 -5.700 0.377
H 6.918 2.499 -3.195 0.643
H 5.294 1.883 -2.945 0.666
H 4.309 3.370 -5.647 0.141
H 3.467 4.490 -4.399 0.195
H 3.510 2.785 -4.111 0.300
H 4.069 4.132 -2.066 -0.162
H 5.897 4.119 -1.891 0.638
H 4.232 6.438 -2.433 0.125
H 5.997 6.342 -2.164 0.446
H 4.756 6.253 -4.895 0.081
H 6.357 6.781 -4.389 0.589
H 6.283 4.462 -5.532 0.467
H 7.127 4.642 -3.947 0.487
B -2.091 -4.511 -0.216 -0.210
F -2.582 -4.420 1.062 -0.129
F -1.663 -5.822 -0.591 -0.420
F -3.008 -4.061 -1.191 -0.205
F -0.928 -3.615 -0.394 -0.399
B -2.072 0.326 -2.836 -1.428
F -1.455 -0.690 -1.919 0.698
F -1.624 -0.102 -4.169 -0.029
F -3.417 0.440 -2.694 -0.203
F -1.509 1.518 -2.464 0.532
B -3.780 2.685 1.294 -0.204
F -3.999 2.381 2.663 -0.441
F -3.107 3.948 1.246 -0.463
F -2.928 1.737 0.701 0.087
F -4.980 2.725 0.579 -0.276
B 2.562 -0.272 -2.383 -0.189
F 3.289 0.725 -3.272 -0.320
F 1.369 -0.530 -2.987 0.189
F 3.299 -1.486 -2.282 -0.210
F 2.285 0.235 -1.077 -0.435
B 1.523 -2.534 4.337 0.011
F 2.265 -1.889 5.391 -0.385
F 2.060 -2.180 3.152 -0.243
F 1.748 -4.037 4.458 -0.411
F 0.166 -2.173 4.399 0.027
B 1.554 6.706 -3.928 0.185
F 0.204 6.494 -4.347 -0.273
F 2.070 5.440 -3.382 -0.366
F 2.280 7.167 -4.985 -0.372
F 1.521 7.669 -2.904 -0.357